[1]
Density functional theory data (wB97M-V/def2-TZVPD) for a gas-phase ion, C3H7NO3 (charge +1) at a distorted geometry.

The geometry in XYZ format:
```
14
C3H7NO3, DFT wB97M-V/def2-TZVPD
O -1.79653 -0.92768 -0.90870
O -2.08999 1.03460 0.12580
O 2.19750 -1.16017 0.19691
N 0.60923 1.31124 0.11094
C 0.85995 -1.21082 -0.13472
C -1.37512 -0.00415 -0.28689
C 0.04703 0.05697 0.29699
H 0.22378 1.91527 -0.61045
H -3.03091 0.87278 -0.07094
H 2.62213 -0.40867 -0.23901
H 0.80148 1.83483 0.96195
H 0.38885 -2.02554 0.40426
H -0.16204 0.03887 1.37449
H 0.70463 -1.32752 -1.22062
```

Values from the calculation:
* multiplicity: 2
* HOMO energy (spin up / spin down): -15.83 / -15.71 eV
* largest force on an atom: 0.039 Eh/bohr
* relative energy (zero: lowest compared OMol25 entry of this formula, charge and spin): 0.711 eV
* gap between HOMO and LUMO (spin up / spin down): 11.93 / 6.49 eV
* LUMO level (spin up / spin down): -3.9 / -9.2 eV
* total charge: +1

Results of the Mulliken charge analysis, in e, for atoms 1 through 5: number 1, O, carries -0.437; number 2, O, carries -0.400; number 3, O, carries -0.429; number 4, N, carries -0.241; number 5, C, carries -0.464

***

[2]
Density functional theory data (wB97M-V/def2-TZVPD) for a molecular structure, C6H24N12Na3O10S at a distorted geometry.

The geometry in XYZ format:
```
56
C6H24N12Na3O10S, DFT wB97M-V/def2-TZVPD
S -0.71223 -1.04909 1.12712
Na -3.86885 -4.40519 1.77080
Na -0.97050 -3.69025 6.08000
Na -3.19867 0.11915 4.07950
O 5.38138 0.75355 3.55184
O -0.73786 0.26754 1.69143
O -1.17893 -6.46073 -3.21938
O -0.57799 6.47470 2.66965
O 0.44273 2.76084 -4.29685
O 6.17430 -1.60384 -2.68180
O -1.73479 -1.22273 0.11045
O 0.56835 -1.21407 0.49582
O -0.87533 -1.98289 2.24053
O -6.88012 1.41498 0.64020
N -0.76780 1.45699 -3.11700
N -0.62528 4.39301 3.26186
N 1.06719 1.96771 -2.27293
N 4.40458 -2.48484 -1.69260
N -4.69554 1.54947 0.23910
N 3.92663 -0.59793 2.68348
N 4.79506 -0.38482 -1.47942
N -0.07122 -4.57436 -3.11626
N 3.41243 1.43091 3.02468
N -1.11504 4.79643 1.32365
N -2.08416 -4.56877 -2.35673
N -5.86555 -0.17773 -0.56154
C -5.89636 0.99632 0.08431
C 4.29077 0.48504 3.15514
C 0.29603 2.11103 -3.27881
C -1.06446 -5.32565 -2.82904
C -0.72949 5.33440 2.46735
C 5.18620 -1.45674 -2.00228
H 1.79288 2.67003 -2.25788
H -4.68184 2.50970 0.55195
H 0.80185 -5.01768 -3.36388
H -2.99289 -4.95794 -2.56373
H 4.68746 -1.26191 2.66411
H -4.97805 -0.56920 -0.84295
H -1.01630 3.79327 1.26025
H 3.68605 -2.32152 -1.00185
H -0.18676 -3.64173 -2.74618
H 3.04063 -0.63622 2.20012
H -1.94287 -3.57020 -2.30191
H 3.89785 -0.26478 -1.03143
H 0.98521 1.23307 -1.58468
H -0.40118 4.46058 4.24437
H 2.61070 1.11172 2.49985
H 4.67465 -3.41752 -1.97058
H 3.45834 2.41405 3.25147
H -0.62893 3.46514 2.86293
H 5.32166 0.45310 -1.68115
H -3.81080 1.09432 0.06542
H -0.86292 0.68329 -2.47479
H -6.80264 -0.54849 -0.49465
H -1.55941 1.81371 -3.63295
H -1.38807 5.39282 0.55562
```

Values from the calculation:
* multiplicity: 1
* HOMO energy: -10.20 eV
* largest force on an atom: 0.211 Eh/bohr
* gap between HOMO and LUMO: 3.18 eV
* LUMO level: -7.0 eV
* total charge: +1

Results of the Mulliken charge analysis, in e, for atoms 1 through 5: number 1, S, carries 1.069; number 2, Na, carries 0.937; number 3, Na, carries 0.975; number 4, Na, carries 0.881; number 5, O, carries -0.682

***

[3]
Density functional theory data (wB97M-V/def2-TZVPD) for a single C5H6O2 molecule.

The geometry in XYZ format:
```
13
C5H6O2, DFT wB97M-V/def2-TZVPD
O 1.43782 0.52395 -1.03830
O -2.77387 -0.55856 0.32891
C 0.42451 0.13932 -0.14126
C -1.63501 -0.29887 0.08795
C -0.82738 1.00617 0.03966
C -0.39905 -1.15145 -0.23920
C 1.80162 0.24505 0.31715
H -0.41732 -1.64991 -1.21206
H -1.02691 1.52941 -0.90491
H 2.37436 -0.67925 0.43324
H -0.17423 -1.89380 0.53248
H 2.14622 1.08595 0.91928
H -0.93076 1.70198 0.87705
```

Values from the calculation:
* SMILES: O=C1CC2(CO2)C1
* multiplicity: 1
* HOMO energy: -9.72 eV
* largest force on an atom: 0.007 Eh/bohr
* relative energy (zero: lowest compared OMol25 entry of this formula, charge and spin): 2.047 eV
* gap between HOMO and LUMO: 10.51 eV
* LUMO level: 0.8 eV
* total charge: 0

Results of the Mulliken charge analysis, in e, for atoms 1 through 5: number 1, O, carries -0.502; number 2, O, carries -0.541; number 3, C, carries 0.717; number 4, C, carries 0.361; number 5, C, carries -0.578

***

[4]
Density functional theory data (wB97M-V/def2-TZVPD) for 2 unconnected molecules or ions with the total composition C4H10NO3 at a distorted geometry.

The geometry in XYZ format:
```
18
C4H10NO3, DFT wB97M-V/def2-TZVPD
O 3.58084 -0.75762 -0.11618
O -1.93390 1.40213 -0.46055
O -3.38945 1.65402 1.80855
N -0.30371 -0.06975 0.28476
C -0.68198 1.08805 -0.68165
C -0.07540 -1.33042 -0.32437
C 2.44933 -0.61611 -0.47451
C 1.39991 -1.76195 -0.35949
H -2.91978 1.46527 0.92417
H -0.97084 -0.12213 0.92020
H -0.54252 -1.38367 -1.35235
H 1.63709 -2.30773 0.57565
H -0.45597 -2.20121 0.22084
H 1.61124 -2.57446 -1.08580
H 2.20123 0.34112 -0.99197
H -0.55288 0.70802 -1.86567
H 0.08491 1.87686 -0.47011
H -2.57758 2.02048 2.31730
```

Values from the calculation:
* multiplicity: 1
* HOMO energy: -3.59 eV
* largest force on an atom: 0.116 Eh/bohr
* relative energy (zero: lowest compared OMol25 entry of this formula, charge and spin): 3.541 eV
* gap between HOMO and LUMO: 7.31 eV
* LUMO level: 3.7 eV
* total charge: -1

Results of the Mulliken charge analysis, in e, for atoms 1 through 5: number 1, O, carries -0.503; number 2, O, carries -0.870; number 3, O, carries -0.743; number 4, N, carries -0.353; number 5, C, carries -0.262

***

Which E belongs to each record? In order, -10847.6551 -69044.5386 -9375.0490 -11941.8561 eV.